Entry 1:
C3H11NO2 | ωB97M-V with the def2-TZVPD basis set

Structure (ORCA input):
```
! RIJCOSX wB97M-V def2-TZVPD def2/J DEFGRID3
* xyz 0 1
C 1.4506 -1.6559 0.5554
C 0.9999 -0.6619 -0.4883
O 1.5021 0.7136 -0.2841
C -0.5253 -0.6473 -0.5140
N -1.0944 0.1433 -1.6380
H 1.4101 -1.1917 1.5357
H 0.7260 -2.4976 0.6749
H 2.3715 -2.1836 0.3190
H 1.4129 -0.8926 -1.4414
H 2.1603 0.9731 -0.9332
H -0.8335 -1.6852 -0.7882
H -0.9013 -0.3480 0.5418
H -0.3647 0.7292 -1.9942
H -1.9950 0.5388 -1.4186
O -1.8534 3.0759 1.8127
H -2.2954 2.3599 1.3560
H -2.1704 3.2301 2.7046
*
```

## Properties
E_HOMO   -9.02 eV
LUMO energy   0.030 hartree
Relative energy (zero: lowest compared OMol25 entry of this formula, charge and spin)   21.8 kcal/mol
SMILES   C[C@H](O)CN.O

Atom charges from the Löwdin analysis, given in e for atoms 1 to 5: -0.063, -0.422, -0.060, -0.250, -0.003

Entry 2:
C5H8O2 | ωB97M-V with the def2-TZVPD basis set

Structure (ORCA input):
```
! RIJCOSX wB97M-V def2-TZVPD def2/J DEFGRID3
* xyz 0 1
C -3.1781 -1.8504 -0.2564
C -2.3741 -0.9627 -0.1192
C -1.3605 0.0982 -0.0944
O -0.0730 -0.4154 0.1681
C 0.8043 0.6206 0.5632
C 2.1654 0.0085 0.7798
O 2.6921 -0.5114 -0.4205
H -3.8648 -2.6337 -0.5044
H -1.3958 0.6013 -1.0699
H -1.5508 0.8828 0.6425
H 0.8802 1.4129 -0.2000
H 0.4551 1.1394 1.4726
H 2.8227 0.8204 1.1004
H 2.1372 -0.7423 1.5910
H 2.0059 -1.0678 -0.8203
*
```

## Properties
E_HOMO   -10.13 eV
LUMO energy   0.033 hartree
Relative energy (zero: lowest compared OMol25 entry of this formula, charge and spin)   68.9 kcal/mol
SMILES   C#CCOCCO

Atom charges from the Löwdin analysis, given in e for atoms 1 to 5: 0.117, -0.086, -0.244, -0.136, -0.229

Entry 3:
C4H9N | ωB97M-V with the def2-TZVPD basis set

Structure (ORCA input):
```
! RIJCOSX wB97M-V def2-TZVPD def2/J DEFGRID3
* xyz 0 1
C 1.6554 1.0160 0.4271
C 1.4832 0.2504 -0.5669
N -0.2095 -0.1426 -0.0634
C -1.3494 0.7352 -0.2402
C -0.5943 -1.4898 0.3114
H 1.4108 1.7264 1.1904
H 2.8379 0.9751 -0.1113
H 1.8682 -0.4047 -1.3256
H -1.8738 0.9195 0.7110
H -1.0397 1.7071 -0.6380
H -2.0881 0.3213 -0.9454
H -1.3367 -1.9221 -0.3785
H -1.0300 -1.5244 1.3227
H 0.2660 -2.1675 0.3067
*
```

## Properties
E_HOMO   -7.19 eV
LUMO energy   0.038 hartree
Relative energy (zero: lowest compared OMol25 entry of this formula, charge and spin)   130.0 kcal/mol
SMILES   C=CN(C)C

Atom charges from the Löwdin analysis, given in e for atoms 1 to 5: 0.001, -0.063, -0.292, -0.173, -0.169